(1)
Computed, not measured: a 3-piece molecular cluster, C40H73BrClF3NO16P3 overall at a distorted geometry, with the ωB97M-V functional and the def2-TZVPD basis.

Geometry as ORCA input:
```
! wB97M-V def2-TZVPD RIJCOSX def2/J DEFGRID3
* xyz 0 1
Br 2.200 -1.687 3.658
Cl 1.102 -2.915 -0.981
P -1.330 1.665 -8.263
P 5.801 5.406 -2.890
P 1.470 -3.260 1.086
F 5.023 -1.247 1.946
F 5.323 0.588 0.749
F 3.963 0.725 2.491
O -2.143 0.255 -8.581
O -5.277 1.551 4.745
O -2.907 1.010 -2.317
O -3.062 0.628 -0.104
O 3.101 -3.684 1.315
O 6.920 4.884 -3.998
O 6.223 6.865 -2.969
O -0.205 -1.484 2.116
O -3.866 -1.752 4.105
O -0.555 1.295 -6.855
O -0.165 1.346 -9.186
O 5.126 3.856 -2.907
O -2.680 2.197 -7.394
O 6.560 5.072 -1.466
O 3.308 0.428 -0.647
O -0.956 -1.745 4.546
N -2.426 -6.804 2.926
C -1.338 0.727 1.637
C -3.005 -0.941 3.289
C 1.203 -1.548 1.918
C -1.601 0.701 4.854
C -3.905 2.042 4.650
C -6.100 2.085 3.692
C -1.042 -1.448 -9.901
C -3.368 0.312 -1.442
C -4.329 -0.907 -1.680
C -3.708 -7.923 1.273
C -5.116 -1.877 3.404
C -1.370 -2.000 5.889
C -1.595 -0.628 3.939
C 6.562 2.261 -1.613
C -2.056 -0.317 -9.888
C 8.592 6.447 -4.786
C 0.452 2.183 -6.385
C -3.604 -6.740 2.173
C -1.102 -5.870 4.935
C 4.617 5.077 0.016
C -1.525 -0.963 9.363
C -0.631 -0.232 2.693
C 7.277 5.745 -5.083
C -0.474 -4.471 5.412
C 3.198 -0.513 0.456
C -3.434 1.347 -6.516
C -3.017 1.033 5.492
C -2.221 -5.642 3.820
C -2.798 1.047 -5.168
C -0.247 -1.625 6.990
C 5.912 2.656 -2.929
C -0.097 3.560 -6.060
C -2.443 -8.653 1.636
C 4.353 -0.122 1.471
C 6.012 5.606 -0.267
C -1.780 0.023 0.291
C -1.055 -1.201 8.273
C -1.603 -3.582 6.068
C -1.661 -7.962 2.679
C 1.727 -0.355 1.016
H 4.592 3.987 -0.010
H 8.648 6.802 -3.755
H -1.047 0.320 -0.511
H -4.366 1.889 -6.331
H -1.769 -0.608 10.393
H 3.905 5.432 -0.736
H -1.810 0.442 -10.632
H -1.570 -6.417 5.803
H 0.320 -2.561 7.243
H -0.761 -1.712 -10.924
H -3.539 0.613 -4.495
H -0.556 1.501 1.345
H -2.045 -9.612 1.215
H 5.860 2.333 -0.784
H -5.185 -0.795 -0.942
H 4.272 5.409 0.998
H 7.386 5.127 -5.977
H 6.484 6.464 -5.290
H 0.869 1.736 -5.479
H -5.720 -2.701 3.883
H 3.440 -1.521 0.019
H -3.770 -1.836 -1.344
H -0.137 -1.199 -9.344
H -1.337 1.594 4.197
H -1.992 0.321 -5.250
H 1.652 0.660 1.521
H 0.063 -4.013 4.538
H -2.791 -1.542 2.340
H 7.429 2.877 -1.385
H -6.382 1.241 2.978
H -5.627 2.960 3.159
H -3.188 -5.250 4.262
H 6.656 2.676 -3.726
H -3.044 -0.707 -10.148
H 9.425 5.752 -4.917
H -4.676 -0.973 -2.744
H 0.208 0.366 3.167
H -2.807 1.552 6.484
H -0.692 -8.205 3.169
H 6.010 6.699 -0.314
H -3.729 0.420 -7.009
H -2.655 -3.813 5.752
H -2.376 -1.550 6.162
H -5.704 -0.906 3.433
H -3.653 2.083 3.550
H 0.393 -0.756 6.681
H 8.743 7.297 -5.456
H 5.210 1.864 -3.204
H -0.816 0.675 5.658
H 0.670 4.179 -5.591
H -1.813 -4.802 3.163
H -4.485 -8.191 0.523
H -4.906 -2.073 2.301
H 0.272 -4.737 6.229
H -4.403 -5.947 2.185
H -3.934 3.081 5.115
H -7.084 2.389 4.177
H 1.260 2.251 -7.119
H -0.440 4.067 -6.968
H 1.034 -0.301 0.120
H -0.261 -6.475 4.494
H -1.557 -3.754 7.192
H 6.921 1.229 -1.669
H -1.464 -2.335 -9.420
H -2.404 1.950 -4.703
H 3.216 -4.638 1.143
H -0.952 3.498 -5.387
H -2.185 1.339 2.077
H -1.965 -1.083 0.372
H -3.652 0.141 5.742
H 2.985 -0.012 -1.460
H -3.584 -0.033 2.957
H 6.682 5.313 0.545
*
```

As for the HOMO energy: -8.0 eV. The SMILES is C#CC[C@H](CCCCn1cccc1)O[C@](CCCOC)(COC)[C@H](CCOC(C)=O)O[C@](Br)(C[C@@H](O)C(F)(F)F)P(O)Cl.CCOP(=O)(OCC)OCC.CCOP(=O)(OCC)OCC. The HOMO-LUMO gap is 6.65 eV. The molar mass is 1089.288 g mol⁻¹. As for the LUMO energy: -0.049 Eh.

Mulliken population analysis, charges in e, atoms 1 to 99: -0.051, -0.288, 1.134, 1.121, 0.155, -0.249, -0.246, -0.247, -0.371, -0.359, -0.505, -0.323, -0.445, -0.373, -0.763, 0.447, -0.213, -0.250, -0.756, -0.370, -0.455, -0.274, -0.454, -0.141, 0.342, -0.881, -1.349, -0.290, -0.818, -0.240, -0.675, -1.072, 0.670, -0.880, -0.670, -0.537, 0.662, 2.289, -0.713, -0.407, -1.076, -0.285, -0.255, -0.877, -0.787, 0.048, -1.630, -0.404, -0.004, -0.074, -0.339, -0.763, -0.321, -0.479, -0.345, -0.222, -0.919, -0.492, 0.373, -0.379, -0.432, -0.833, -1.085, -0.169, -0.009, 0.033, 0.284, 0.492, 0.350, 0.431, 0.292, 0.344, 0.245, 0.373, 0.345, 0.174, 0.520, 0.307, -0.114, 0.295, 0.409, 0.366, 0.339, 0.270, 0.303, 0.427, 0.252, 0.283, 0.610, 0.265, 0.316, -0.142, 0.815, 0.354, 0.189, 0.323, 0.302, 0.287, 0.357


(2)
Computed, not measured: C2H9ClN4O5S2 as an isolated structure at a distorted geometry, with the ωB97M-V functional and the def2-TZVPD basis.

Geometry as ORCA input:
```
! wB97M-V def2-TZVPD RIJCOSX def2/J DEFGRID3
* xyz 0 1
Cl 3.994 -2.974 -2.399
S 1.717 -4.250 -1.686
S -0.883 -3.241 -1.723
O -0.283 0.060 0.044
O 2.959 -4.251 -2.854
O 0.581 -3.373 -2.556
O -0.154 2.261 3.065
O 1.322 -5.665 -1.649
N 0.911 1.957 -0.322
N -2.149 2.999 3.861
N -2.004 2.019 1.780
N 1.133 0.146 -1.728
C -1.358 2.414 2.911
C 0.533 0.683 -0.626
H -2.986 2.145 1.632
H 1.578 2.476 -0.859
H -1.817 -3.645 -2.642
H 1.802 0.639 -2.286
H -1.449 1.577 1.062
H -3.134 3.133 3.751
H 0.507 2.381 0.497
H 0.884 -0.793 -1.978
H -1.705 3.303 4.706
*
```

As for the HOMO energy: -9.8 eV. The HOMO-LUMO gap is 9.16 eV. The molar mass is 268.704 g mol⁻¹. As for the LUMO energy: -0.024 Eh.

From a natural (NBO) analysis of the wavefunction, the atomic charges in e read: 0.243, 1.725, 0.307, -0.680, -0.675, -0.860, -0.676, -0.861, -0.848, -0.851, -0.856, -0.847, 0.772, 0.778, 0.383, 0.387, 0.123, 0.387, 0.428, 0.385, 0.422, 0.409, 0.406


(3)
Computed, not measured: a single FH3OSi molecule at a distorted geometry, with the ωB97M-V functional and the def2-TZVPD basis.

Geometry as ORCA input:
```
! wB97M-V def2-TZVPD RIJCOSX def2/J DEFGRID3
* xyz 0 1
Si 0.172 -0.071 0.009
F 2.944 0.375 0.282
O 2.081 -0.513 -0.351
H -0.302 -1.465 -0.272
H -0.213 0.566 1.381
H -0.071 0.680 -1.369
*
```

As for the HOMO energy: -10.5 eV. Its energy relative to the best compared isomer or geometry (same formula, charge and spin) is 681.40 kJ/mol. The SMILES is FO[SiH3]. The HOMO-LUMO gap is 10.72 eV. The molar mass is 66.107 g mol⁻¹. As for the LUMO energy: 0.008 Eh.

From a natural (NBO) analysis of the wavefunction, the atomic charges in e read: 1.026, -0.174, -0.426, -0.161, -0.124, -0.141


(4)
Computed, not measured: C39H32ClN7O2PSW as an isolated structure, with the ωB97M-V functional and the def2-TZVPD basis.

Geometry as ORCA input:
```
! wB97M-V def2-TZVPD RIJCOSX def2/J DEFGRID3
* xyz 3 3
W -0.383 0.524 -0.302
Cl -1.363 -1.758 0.336
S -3.048 1.231 -1.069
P 1.712 -0.886 0.148
O -3.129 2.463 -1.775
O -2.350 1.250 0.289
N -8.209 -1.370 -0.593
N -1.854 0.286 -1.707
N -0.070 2.604 -0.787
N -1.543 0.494 -4.090
N 0.026 1.568 1.609
N 0.050 2.816 1.570
N 0.165 0.208 -2.452
C -0.402 -0.179 3.239
C -0.171 4.774 0.260
C 1.129 1.193 5.116
C -0.246 -0.696 4.514
C -1.122 0.334 -2.868
C 0.415 -4.777 2.237
C 3.849 -2.593 -3.518
C 1.209 -2.387 1.021
C 2.594 -1.536 -1.283
C 1.126 0.262 -3.385
C 2.886 0.063 1.133
C 0.523 -0.014 5.449
C 3.237 1.320 0.628
C -0.066 3.400 0.311
C -6.088 -0.842 0.379
C 1.763 -4.454 2.143
C -4.519 0.419 -0.915
C 0.773 0.410 -4.712
C -0.120 -2.766 1.106
C 4.438 0.367 2.941
C 1.942 -2.498 -2.060
C -0.549 -3.934 1.701
C 4.186 2.091 1.278
C 2.570 -3.024 -3.174
C 0.981 1.719 3.847
C 4.794 1.608 2.433
C -0.237 4.587 -2.115
C 3.478 -0.406 2.301
C -0.146 3.212 -1.981
C 3.879 -1.117 -1.617
C -4.862 -0.248 0.273
C 0.219 1.022 2.913
C -0.267 5.384 -0.984
C -7.009 -0.793 -0.698
C 2.158 -3.277 1.529
C -5.423 0.491 -1.993
C -6.639 -0.117 -1.889
C -0.581 0.516 -5.020
C 4.502 -1.649 -2.740
H 0.108 -5.700 2.710
H 2.787 1.688 -0.291
H 4.342 -3.011 -4.386
H -1.062 -0.664 2.534
H 3.202 -1.363 2.721
H 4.469 3.055 0.878
H 5.548 2.201 2.932
H 0.950 -2.846 -1.790
H -0.172 5.330 1.187
H -8.505 -1.813 0.260
H -1.599 -4.191 1.735
H 4.909 -0.005 3.840
H -7.340 -0.069 -2.711
H 0.640 -0.417 6.446
H -0.747 -1.614 4.789
H -0.357 6.459 -1.066
H -6.372 -1.335 1.299
H -0.912 0.635 -6.045
H 1.463 2.647 3.569
H 1.722 1.722 5.849
H 3.213 -3.050 1.430
H -8.885 -1.307 -1.335
H 2.155 0.183 -3.060
H 1.526 0.443 -5.485
H 2.509 -5.130 2.537
H 4.405 -0.395 -1.005
H -0.296 5.013 -3.106
H -0.141 2.589 -2.861
H 5.505 -1.334 -2.996
H 2.073 -3.780 -3.769
H -4.176 -0.263 1.109
H -5.163 1.030 -2.895
*
```

As for the HOMO energy (alpha / beta): -15.2 / -15.2 eV. Its energy relative to the best compared isomer or geometry (same formula, charge and spin) is 0.00 kJ/mol. The HOMO-LUMO gap (alpha / beta) is 5.53 / 5.13 eV. The molar mass is 913.066 g mol⁻¹. As for the LUMO energy (alpha / beta): -0.355 / -0.371 Eh.

From a Mulliken analysis of the wavefunction, the atomic charges in e read: 1.586, -0.213, 1.448, 1.237, -0.619, -0.781, -0.425, 0.111, 0.550, -0.564, 1.251, -0.977, 0.510, -0.241, -0.289, -0.856, -0.907, 0.222, -0.705, -0.672, -0.187, 0.482, -0.224, 0.594, -0.592, -0.644, -0.042, -1.058, -0.965, 0.069, -0.729, 1.221, -0.768, -0.247, -0.522, -0.862, -0.744, -0.272, -0.848, -0.847, -0.836, 0.080, -0.432, -0.146, 0.163, -0.633, 1.107, -1.007, -0.680, -0.912, -0.610, -0.712, 0.472, 0.505, 0.484, 0.708, 0.634, 0.524, 0.457, 0.436, 0.585, 0.214, 0.557, 0.496, 0.345, 0.472, 0.496, 0.492, 0.343, 0.488, 0.549, 0.453, 0.604, 0.215, 0.471, 0.499, 0.483, 0.434, 0.540, 0.224, 0.492, 0.495, 0.507, 0.462


(5)
Computed, not measured: an isolated ion of composition CHClNO6S and charge -1 at a distorted geometry, with the ωB97M-V functional and the def2-TZVPD basis.

Geometry as ORCA input:
```
! wB97M-V def2-TZVPD RIJCOSX def2/J DEFGRID3
* xyz -1 1
Cl 1.408 -0.891 1.087
S 0.341 -0.140 -1.853
O -0.347 0.084 2.988
O 0.322 0.875 -0.551
O -1.406 1.495 1.760
O 1.637 -0.766 -1.941
O -0.752 -1.033 -1.525
O 0.113 0.830 -2.846
N -0.685 0.572 1.872
C 0.017 -0.076 0.749
H -0.648 -0.950 0.260
*
```

As for the HOMO energy: -5.8 eV. Its energy relative to the best compared isomer or geometry (same formula, charge and spin) is 118.99 kJ/mol. The SMILES is O=[N+]([O-])[C@H](Cl)OS(=O)(=O)[O-]. The HOMO-LUMO gap is 8.60 eV. The molar mass is 190.540 g mol⁻¹. As for the LUMO energy: 0.102 Eh.

From a natural (NBO) analysis of the wavefunction, the atomic charges in e read: 0.090, 2.578, -0.427, -0.721, -0.309, -1.002, -1.034, -0.995, 0.497, 0.000, 0.323